# C19H26N4O3

An isolated molecule of C19H26N4O3 (ωB97M-V/def2-TZVPD, OMol25).

Output
Spin multiplicity = 1
HOMO level = -8.90 eV
SMILES string = Cc1cccc(N2CCN(C(=O)CN3C(=O)NC(C)(C)C3=O)CC2)c1C
E_tot = -32230.312 eV
Energy above the lowest of the compared OMol25 structures with the same formula, charge and spin = 0.251 eV
HOMO-LUMO gap = 9.63 eV

```
52
Properties=species:S:1:pos:R:3:lowdin_charge:R:1
O 3.217 -4.262 -0.234 0.13
O 0.376 -2.389 -1.066 0.08
O 2.755 -0.434 -2.651 0.10
N 3.362 -2.568 -3.272 0.16
N -1.417 1.292 1.137 -0.14
N 0.044 -1.068 0.728 -0.05
N 2.966 -2.172 -1.139 0.05
C -3.409 4.339 1.842 -0.23
C -1.985 2.598 0.978 -0.21
C -1.395 -1.058 0.546 -0.11
C -4.331 4.867 2.899 -0.05
C 0.027 1.296 1.274 -0.14
C -2.261 4.639 -0.256 -0.08
C 2.268 -4.769 -3.111 0.00
C -3.149 2.217 3.167 -0.03
C -1.841 0.342 0.124 -0.14
C -1.698 3.384 -0.131 -0.02
C 2.980 -1.593 -2.418 -0.50
C 2.343 -1.498 -0.033 -0.02
C 3.422 -3.874 -2.650 -0.46
C -2.842 3.068 1.973 -0.16
C 4.780 -4.540 -2.856 -0.01
C 0.821 -1.686 -0.179 -0.41
C 0.470 -0.103 1.715 -0.12
C 3.191 -3.518 -1.179 -0.39
C -3.111 5.110 0.728 -0.05
H -4.680 5.863 2.642 0.07
H 4.895 -4.854 -3.891 0.08
H -5.197 4.215 3.013 0.08
H 3.314 -2.443 -4.268 0.16
H 0.300 2.033 2.033 0.13
H -1.646 -1.792 -0.220 0.12
H -0.024 -0.349 2.661 0.13
H -3.550 6.092 0.629 0.11
H -2.038 5.249 -1.118 0.10
H 2.362 -4.991 -4.172 0.09
H 4.854 -5.409 -2.208 0.09
H -1.412 0.565 -0.868 0.13
H 2.611 -0.441 -0.091 0.13
H 0.542 1.553 0.332 0.13
H -1.870 -1.332 1.492 0.13
H -3.824 4.915 3.862 0.08
H 5.580 -3.847 -2.606 0.09
H -2.930 0.381 0.049 0.13
H 1.547 -0.138 1.864 0.11
H 2.285 -5.698 -2.547 0.09
H -1.034 3.011 -0.898 0.11
H 1.320 -4.268 -2.927 0.09
H 2.700 -1.950 0.895 0.14
H -2.843 2.720 4.084 0.08
H -4.219 2.025 3.235 0.08
H -2.623 1.272 3.087 0.07
```